Entry 1:
DFT (ωB97M-V/def2-TZVPD) results for a structure of composition C29H44AsN8ORuS2 in a non-equilibrium geometry.

```
86
Properties=species:S:1:pos:R:3:forces:R:3:mulliken_spin:R:1
Ru 0.3810 -1.1113 0.3028 -0.7 -1.9 0.2 2.527
C 2.0035 -2.3711 3.0538 0.6 1.4 -0.1 0.010
N 1.0991 -1.2071 2.8874 0.6 0.3 -1.2 0.057
C 1.7964 0.0144 3.2960 1.2 0.2 0.4 0.002
C -0.1018 -1.3461 3.6784 0.6 -1.6 1.1 -0.016
C -1.1869 -2.0307 2.8965 -0.2 1.0 0.1 0.040
N -1.5374 -1.1503 1.7592 -0.7 -0.1 -0.2 -0.057
C -1.9831 0.1663 2.2944 -0.5 -0.3 -0.3 0.001
C -2.6552 -1.7971 1.0202 -0.5 -1.5 0.3 0.034
H 2.2450 -2.4351 4.1126 0.0 -0.5 0.2 0.002
H 2.9416 -2.1497 2.5289 -0.2 0.0 0.0 0.001
H 1.6228 -3.2894 2.6475 -0.5 -0.4 0.1 -0.003
H 2.0878 -0.0118 4.3711 -0.2 -0.2 -0.4 0.004
H 1.1697 0.9146 3.1917 0.2 -0.4 -0.3 0.000
H 2.7514 0.0896 2.7239 -0.8 0.2 0.3 0.002
H -0.3928 -0.3642 4.0435 -0.2 -0.2 0.1 -0.003
H 0.1573 -1.9897 4.5599 -0.4 0.6 -0.3 0.007
H -2.0376 -2.1416 3.5770 -0.2 -0.1 -0.3 0.002
H -0.9342 -2.9755 2.4484 0.3 -0.4 0.4 -0.003
H -2.6742 0.0209 3.1603 0.6 0.2 -0.5 0.001
H -2.5451 0.6402 1.4922 0.0 0.3 0.1 0.033
H -1.1236 0.7872 2.5534 -0.3 0.0 0.0 -0.008
H -3.4470 -2.2403 1.6966 0.8 0.8 -0.3 0.005
H -2.2677 -2.6824 0.4614 -0.3 1.0 0.4 -0.003
H -3.1551 -1.1101 0.3476 0.1 0.2 -0.1 0.002
C 1.8133 -4.0811 -0.1836 -0.8 0.3 1.0 -0.007
C 0.6169 -3.1885 0.1442 -1.7 -0.8 0.7 -0.015
O -0.4474 -3.7015 0.5206 2.4 1.1 -0.9 0.099
H 1.7637 -4.4881 -1.1830 -0.1 0.1 -0.4 -0.001
H 1.7071 -4.9246 0.5225 0.3 0.3 -0.3 0.000
H 2.7203 -3.5156 -0.0294 0.3 -0.1 0.0 -0.005
S 0.7439 -0.3985 -4.4343 -0.5 -0.6 0.7 0.006
C 0.8999 -0.3981 -2.7457 -0.7 -0.9 1.2 0.027
N 0.1996 -1.2768 -2.0028 0.5 1.8 -1.8 0.055
C -0.6286 -2.0167 -2.8699 0.8 0.7 -0.1 0.011
C -1.5022 -3.0432 -2.5160 -0.4 -0.5 -0.9 -0.008
C -2.0216 -3.8152 -3.5621 0.0 -0.2 0.2 0.003
C -1.6465 -3.6358 -4.9080 0.5 1.0 0.7 -0.001
C -0.8388 -2.5543 -5.2333 0.2 -0.1 -0.1 0.002
C -0.3970 -1.6852 -4.2267 -0.4 -1.5 -0.3 -0.005
H 1.5739 0.3144 -2.3225 0.2 0.2 0.5 0.003
H -1.7451 -3.2744 -1.4838 0.1 0.1 -0.2 -0.003
H -2.6856 -4.6502 -3.3437 0.1 0.2 0.1 0.000
H -1.9176 -4.3420 -5.6727 -0.2 -0.1 0.0 0.000
H -0.4132 -2.4436 -6.2250 -0.4 0.1 -0.1 0.000
C 5.9053 -2.3873 -0.2558 0.3 0.5 0.2 0.004
As 4.6586 -1.1220 -1.1124 -1.8 -0.4 -0.2 0.050
C 5.4227 0.6709 -1.4322 -0.2 -0.6 -0.1 0.010
C 4.2207 -1.9181 -2.8851 0.9 0.4 0.4 0.002
S 2.6511 -0.5718 -0.0966 2.8 0.0 -0.3 0.129
H 6.1767 -3.1661 -0.9683 -0.1 0.3 -0.3 0.001
H 5.5317 -2.9214 0.6340 -0.1 0.7 -0.3 0.000
H 6.7987 -1.7708 -0.0362 -0.4 -0.5 0.2 0.000
H 5.9828 0.6890 -2.3711 0.0 -0.2 0.2 0.003
H 6.0683 0.9426 -0.6057 0.1 0.0 0.1 0.002
H 4.5815 1.3653 -1.5017 0.1 -0.2 0.1 -0.002
H 4.7074 -1.2779 -3.6500 -0.6 -0.4 0.3 -0.001
H 3.1464 -2.0089 -2.9725 -0.2 0.3 -0.2 0.002
H 4.6386 -2.9218 -2.9678 0.1 0.1 0.2 0.000
C -1.9792 0.9859 -1.3468 -0.5 -1.1 0.5 0.012
C -0.8247 1.6198 -0.6917 -0.3 1.8 -0.2 0.028
N 0.1584 1.0053 -0.0438 -0.1 1.8 -0.4 -0.077
C 1.0333 2.0325 0.3364 0.7 -0.4 0.8 0.015
C 0.5569 3.2505 -0.0103 -0.9 0.2 -0.8 -0.003
N -0.6742 2.9972 -0.6970 1.7 -1.5 1.1 0.005
C -1.5767 4.0118 -1.2273 0.4 1.2 0.5 0.013
N -1.9900 4.9802 -0.2194 -1.6 -0.4 1.0 0.111
N -1.1504 5.9988 0.1839 0.9 -0.4 -1.8 0.233
N -1.7973 6.7767 0.9739 -2.0 -0.3 1.4 0.109
C -3.0558 6.2547 1.2286 3.0 -0.4 -1.9 0.107
C -3.9749 6.5942 2.2415 0.5 2.2 0.8 0.546
C -5.0539 5.6937 2.4468 -1.5 -2.7 -0.6 0.238
C -5.1256 4.5172 1.7026 -3.9 1.7 3.7 0.097
C -4.2638 4.2484 0.6661 0.9 -2.7 -3.0 0.508
C -3.1860 5.0852 0.4456 1.9 1.8 0.7 0.000
H -1.9863 -0.0509 -0.9958 0.1 0.0 -0.6 0.005
H -1.9941 1.0277 -2.4462 0.1 0.0 0.4 0.000
H -2.9089 1.3590 -0.9238 -0.2 0.4 -0.3 0.014
H 1.9778 1.7535 0.8408 -0.9 0.5 -0.4 0.002
H 0.9514 4.2725 0.1090 -0.4 -0.8 0.0 0.004
H -2.4444 3.5530 -1.6841 -0.1 -0.1 0.0 0.000
H -1.0560 4.6416 -1.9503 0.1 -0.4 -0.2 -0.009
H -3.8493 7.4914 2.8705 0.0 -0.7 -0.5 0.006
H -5.8246 5.9474 3.1868 0.4 -0.3 -0.4 0.012
H -6.0334 3.8644 1.8630 1.3 0.7 -0.2 0.019
H -4.4277 3.3759 0.0125 0.0 0.4 0.4 0.008
```
Positions in Å, forces in eV/Å.

Summary:
HOMO (spin up / spin down) in eV: -9.11 / -13.09
LUMO energy (spin up / spin down) in Eh: -0.2110 / -0.2485
DFT total energy in hartree: -4771.030521
Total charge: +2
HOMO-LUMO gap (spin up / spin down) in eV: 3.4 / 6.3
Relative energy (zero: lowest compared OMol25 entry of this formula, charge and spin) in eV: 0.328
2S+1: 6



Entry 2:
DFT (ωB97M-V/def2-TZVPD) results for a structure of composition C29H44BrF3IN8O4RbS2.

```
93
Properties=species:S:1:pos:R:3:forces:R:3:lowdin_charge:R:1
Rb -0.2317 0.0257 0.4619 0.2 0.3 0.6 0.805
Br 6.9011 -3.0748 -1.9500 0.0 0.0 0.0 0.716
C 5.3743 -1.9497 -1.8849 0.0 0.0 0.0 -0.697
C 5.2648 -0.9008 -2.7789 0.0 0.0 0.0 -0.128
C 4.1451 -0.0824 -2.7256 0.0 0.0 0.0 -0.025
C 3.1497 -0.3094 -1.7807 0.0 0.1 0.0 -0.262
C 3.2887 -1.3554 -0.8739 0.0 0.0 0.0 -0.005
C 4.3937 -2.1860 -0.9340 0.0 0.0 0.0 -0.113
N 2.0151 0.5266 -1.6856 0.0 0.0 0.1 0.105
C 1.3356 0.7219 -2.7317 0.0 0.0 -0.1 -0.103
C 0.1261 1.5795 -2.7595 0.0 0.0 0.0 -0.266
C -0.5177 1.7892 -3.9716 0.0 0.0 0.0 -0.020
C -1.6623 2.5691 -3.9964 0.0 0.0 0.0 -0.055
C -2.1335 3.0944 -2.8069 0.0 0.0 0.0 -0.052
C -1.4312 2.8183 -1.6396 0.0 0.0 0.0 -0.134
N -0.3189 2.0962 -1.6103 0.0 -0.1 0.0 0.068
H 6.0442 -0.7191 -3.5057 0.0 0.0 0.0 0.100
H 4.0553 0.7561 -3.4054 0.0 0.0 0.0 0.114
H 2.5239 -1.5158 -0.1279 0.0 0.0 0.0 0.093
H 4.4960 -3.0092 -0.2404 0.0 0.0 0.0 0.103
H 1.5898 0.2402 -3.6819 0.0 0.0 0.0 0.138
H -0.1321 1.3331 -4.8742 0.0 0.0 0.0 0.118
H -2.1855 2.7470 -4.9271 0.0 0.0 0.0 0.112
H -3.0351 3.6917 -2.7728 0.0 0.0 0.0 0.106
H -1.7957 3.1686 -0.6803 0.0 0.0 0.0 0.085
F -3.4295 -2.1944 -2.8575 0.0 0.0 0.0 0.135
C -2.3758 -1.3703 -2.7216 0.0 0.0 -0.1 -0.524
F -2.8810 -0.1302 -2.4890 0.0 0.0 0.0 0.122
F -1.7559 -1.3216 -3.9059 0.0 0.0 0.0 0.145
C -1.4431 -1.7687 -1.5388 -0.2 -0.1 0.0 -0.658
O -2.0824 -2.0165 -0.4871 0.0 0.0 -0.2 -0.087
O -0.2306 -1.6950 -1.7362 -0.1 -0.1 -0.1 -0.035
N 3.3126 0.4276 3.6103 0.0 0.0 -0.1 0.157
C 2.4667 -0.5279 3.1734 -0.1 0.1 0.2 -0.670
O 2.0056 -0.5288 2.0448 0.2 -0.2 -0.1 -0.117
C 2.1082 -1.6806 4.0949 0.1 0.1 0.0 -0.547
I 2.0562 -1.2462 6.1860 0.0 0.0 -0.1 0.805
H 3.3933 1.2417 3.0209 0.0 0.0 0.0 0.107
H 3.4922 0.5419 4.5927 0.0 0.0 0.0 0.035
H 2.8282 -2.4852 3.9670 0.0 0.0 0.0 0.056
H 1.1105 -2.0122 3.8220 0.0 0.0 0.0 -0.025
C -5.1633 -1.0331 0.0168 0.0 0.0 0.0 -0.038
N -4.6132 0.2972 0.1628 0.0 0.0 0.1 -0.169
C -5.1954 1.3559 -0.6322 0.0 0.0 0.0 -0.030
C -3.5224 0.5199 0.9161 0.0 0.0 -0.1 -0.361
O -2.9623 1.6043 1.0431 0.0 -0.1 0.0 -0.051
H -6.1775 -1.0812 0.4225 0.0 0.0 0.0 0.091
H -4.5276 -1.7448 0.5395 0.0 0.0 0.0 0.072
H -5.1861 -1.3166 -1.0367 0.0 0.0 0.0 0.088
H -6.2697 1.4193 -0.4458 0.0 0.0 0.0 0.091
H -5.0308 1.1666 -1.6959 0.0 0.0 0.0 0.088
H -4.7239 2.2956 -0.3560 0.0 0.0 0.0 0.078
H -3.1520 -0.3866 1.4200 -0.1 0.0 0.1 0.086
C -3.3069 4.8800 1.5280 0.0 -0.1 0.1 -0.080
C -2.0126 5.2691 2.2405 0.0 0.0 0.0 -0.235
N -1.0051 4.2274 2.2765 0.0 0.0 -0.1 -0.011
C -0.9596 3.1833 3.1311 0.0 -0.1 -0.1 -0.829
S 0.3368 2.1039 3.0438 0.0 0.1 0.2 0.608
N -1.9679 3.0933 4.0086 0.0 -0.1 0.1 0.016
C -2.1978 1.9892 4.9317 0.0 0.0 0.0 -0.251
C -3.5576 1.3573 4.6863 0.0 0.0 0.0 -0.088
H -4.0403 5.6813 1.6282 0.0 0.0 0.0 0.076
H -3.7242 3.9556 1.9307 0.0 0.0 0.0 0.058
H -3.1292 4.7023 0.4675 0.0 0.0 0.0 0.060
H -2.2236 5.5940 3.2648 0.0 0.0 0.0 0.113
H -1.5603 6.1266 1.7424 0.0 0.0 0.0 0.118
H -0.2474 4.2450 1.6156 0.0 0.0 0.0 0.114
H -2.7232 3.7526 3.9195 0.0 0.0 0.0 0.114
H -2.1248 2.3624 5.9567 0.0 0.0 0.0 0.116
H -1.4005 1.2668 4.7762 0.0 0.0 0.0 0.036
H -4.3621 2.0885 4.8113 0.0 0.0 0.0 0.073
H -3.7277 0.5431 5.3919 0.0 0.0 0.0 0.069
H -3.6008 0.9459 3.6799 0.0 0.0 0.0 0.044
C -2.4580 -5.7145 1.7535 0.0 0.1 0.0 -0.075
C -3.2159 -4.3986 1.5868 0.1 -0.1 0.1 -0.237
N -2.4336 -3.2340 1.9742 -0.2 -0.2 -0.3 -0.003
C -2.2644 -2.7707 3.2131 0.0 0.2 0.3 -0.772
S -1.4169 -1.3264 3.5016 0.0 -0.1 -0.2 0.675
N -2.8204 -3.4731 4.2244 -0.1 -0.1 -0.1 -0.002
C -2.6626 -3.1646 5.6362 0.1 0.0 0.0 -0.269
C -1.4272 -3.8203 6.2370 0.0 0.0 0.0 -0.086
H -3.0799 -6.5578 1.4506 0.0 0.0 0.0 0.075
H -2.1466 -5.8738 2.7871 0.0 0.0 0.0 0.064
H -1.5611 -5.7058 1.1352 0.0 0.0 0.0 0.081
H -4.1665 -4.4225 2.1311 0.0 0.0 0.0 0.114
H -3.4606 -4.2521 0.5353 0.0 0.0 0.0 0.115
H -2.0830 -2.6827 1.1895 0.1 0.1 0.1 0.065
H -3.2493 -4.3569 4.0060 0.0 0.0 0.0 0.114
H -3.5667 -3.5023 6.1468 0.0 0.0 0.0 0.115
H -2.6005 -2.0835 5.7346 0.0 0.0 0.0 0.071
H -1.4763 -4.9074 6.1463 0.0 0.0 0.0 0.072
H -1.3377 -3.5707 7.2955 0.0 0.0 0.0 0.075
H -0.5292 -3.4645 5.7290 0.0 0.0 0.0 0.038
```
Positions in Å, forces in eV/Å.

Summary:
HOMO in eV: -7.88
LUMO energy in Eh: 0.0059
DFT total energy in hartree: -5862.429312
HOMO-LUMO gap in eV: 8.0
Relative energy (zero: lowest compared OMol25 entry of this formula, charge and spin) in eV: 0.000